Formula: C6H9N2O2
Source: OMol25
Level of theory: wB97M-V/def2-TZVPD

Each line ends with the natural charge from an NBO analysis.
CARTESIAN COORDINATES (ANGSTROEM)
H -0.43 -0.18 -0.60  0.470
H -2.72 -2.98 -2.14  0.190
C -1.82 -3.53 -1.70  -0.746
N 0.05 2.97 0.29  -0.512
H -1.63 2.08 -0.84  0.182
O -1.22 -1.41 -0.93  -0.785
O 0.39 -3.07 -1.05  -0.745
H 1.70 0.08 0.85  0.210
H -1.24 -4.06 -2.42  0.206
H 1.47 3.10 3.00  0.200
H 2.56 1.92 2.67  0.215
H -2.21 -4.24 -0.93  0.201
C 0.98 2.25 1.05  0.055
H 2.60 3.37 1.60  0.205
C 0.96 0.89 0.70  -0.121
C -0.72 -2.53 -1.22  0.796
C -0.61 1.95 -0.32  0.144
N -0.08 0.71 -0.13  -0.527
C 1.97 2.66 2.12  -0.638

Calculated values
**Charge**: -1
**HOMO**: -4.567 eV
**Max |F|**: 3.093 eV/A
**Frontier orbital gap**: 8.32 eV
**Relative energy (zero: lowest compared OMol25 entry of this formula, charge and spin)**: 28.86 kcal per mole
**DFT total energy**: -494.07670 hartree

---

Formula: CH3NO3P
Source: OMol25
Level of theory: wB97M-V/def2-TZVPD

Each line ends with the natural charge from an NBO analysis.
CARTESIAN COORDINATES (ANGSTROEM)
O 0.93 0.60 -1.67  -1.005
H 1.00 1.42 -1.16  0.488
O -2.82 1.21 0.95  -0.585
H -3.01 -0.63 0.16  0.068
H 2.15 -0.75 1.25  0.348
O 1.00 -1.91 -1.16  -1.123
N 2.00 -0.05 0.54  -1.348
P 0.95 -0.58 -0.53  1.944
C -2.33 0.22 0.45  0.213

Calculated values
**Charge**: -1
**HOMO (alpha / beta)**: -4.169 / -2.180 eV
**Max |F|**: 1.863 eV/A
**Frontier orbital gap (alpha / beta)**: 8.06 / 5.65 eV
**Relative energy (zero: lowest compared OMol25 entry of this formula, charge and spin)**: 89.11 kcal per mole
**DFT total energy**: -661.73389 hartree

---

Formula: C5H12S
Source: OMol25
Level of theory: wB97M-V/def2-TZVPD

Each line ends with the natural charge from an NBO analysis.
CARTESIAN COORDINATES (ANGSTROEM)
H 1.38 -1.55 -3.62  0.197
H -0.91 -1.80 1.90  0.234
H 0.20 0.48 3.18  0.216
H 1.86 0.71 -3.68  0.207
H 0.53 1.06 1.44  0.204
H 1.24 1.16 -0.81  0.216
H -0.39 -0.95 0.48  0.215
H 2.61 1.93 -1.61  0.218
H -3.25 -0.48 1.93  0.130
C 1.35 -0.99 -2.67  -0.392
S -2.30 0.22 1.28  -0.050
C 2.16 1.00 -1.48  -0.659
C 1.80 0.28 -2.71  -0.201
C 0.26 0.08 2.12  -0.610
H 2.83 0.50 -0.80  0.222
H 1.04 -1.70 -1.68  0.190
H 1.11 -0.50 2.19  0.206
C -0.81 -0.77 1.50  -0.543

Calculated values
**HOMO**: -8.958 eV
**Max |F|**: 3.742 eV/A
**Frontier orbital gap**: 9.88 eV
**SMILES string**: C=CC.CCS
**Relative energy (zero: lowest compared OMol25 entry of this formula, charge and spin)**: 52.66 kcal per mole
**DFT total energy**: -595.79811 hartree

---

Formula: C31H25N4O2SSe2Zr
Source: OMol25
Level of theory: wB97M-V/def2-TZVPD

Each line ends with the natural charge from an NBO analysis.
CARTESIAN COORDINATES (ANGSTROEM)
H -5.74 -0.62 4.11  0.250
H 3.14 -1.70 3.63  0.272
H -2.23 -6.24 -1.38  0.254
C -3.72 -0.97 3.53  -0.194
C 3.20 0.46 3.71  -0.077
N -1.58 -1.73 1.32  -1.075
H 3.37 0.47 -4.61  0.269
C -1.28 2.29 0.66  -0.239
H -2.03 2.40 -2.65  0.261
Se 1.53 -2.37 1.10  0.386
C 0.97 0.74 -2.28  0.015
H 0.08 1.31 -2.05  0.222
C 3.15 -0.72 -2.84  -0.255
H -3.82 -0.49 2.56  0.213
Zr -0.27 -0.37 0.42  2.139
N 1.31 -0.22 -1.39  -0.621
H -1.40 -2.64 -4.48  0.264
C -1.76 -4.13 -1.45  -0.086
C -1.11 -1.70 -2.57  0.119
H 3.79 0.51 4.62  0.269
C -4.79 -1.05 4.39  -0.180
N -1.13 -1.78 -1.25  -0.619
C -1.21 2.67 -0.68  -0.182
C -2.35 -2.19 5.15  -0.149
H -1.40 -2.64 5.43  0.258
C -2.06 2.07 -1.61  -0.201
H 4.03 -1.34 -3.03  0.264
H 1.32 1.83 -4.07  0.263
C 2.05 1.54 1.91  0.074
C 2.79 0.28 -3.72  -0.075
H -0.83 -0.75 -3.01  0.214
H -5.50 -1.75 6.28  0.255
C -3.04 0.72 0.12  -0.218
H -1.91 -4.86 -3.48  0.258
C -2.14 -5.38 0.57  -0.155
H -0.71 2.83 1.41  0.259
C -2.26 1.38 1.07  -0.261
C -1.42 -2.78 -3.41  -0.264
S -1.16 -1.49 2.87  2.315
H 3.09 2.60 3.44  0.269
C -1.70 -4.00 -2.85  -0.026
O -0.17 -2.42 3.34  -0.890
H -2.36 -6.31 1.08  0.258
N 1.69 0.35 1.39  -0.634
C 2.11 -0.76 2.01  0.067
H 1.73 2.42 1.38  0.226
C -2.51 -1.55 3.93  -0.359
C 2.82 1.63 3.06  -0.194
H -2.11 -4.24 2.41  0.246
C -2.93 1.07 -1.22  -0.143
H -2.46 1.25 2.12  0.273
O -0.62 -0.11 2.63  -0.996
H -3.35 -2.74 6.96  0.258
C -2.06 -5.34 -0.79  -0.155
C -1.52 -2.97 -0.68  0.137
Se 3.11 -2.32 -0.59  0.370
C -1.70 -3.02 0.72  0.162
H -3.80 0.02 0.44  0.259
H -0.53 3.45 -0.98  0.260
H -3.58 0.60 -1.96  0.260
C 1.66 1.03 -3.42  -0.223
C 2.40 -0.93 -1.69  0.069
C -4.65 -1.69 5.62  -0.114
C -1.98 -4.20 1.34  -0.202
C -3.44 -2.25 6.00  -0.191
C 2.85 -0.77 3.17  -0.225

Calculated values
**Charge**: +3
**HOMO**: -16.690 eV
**Max |F|**: 1.689 eV/A
**Frontier orbital gap**: 6.86 eV
**Relative energy (zero: lowest compared OMol25 entry of this formula, charge and spin)**: 8.80 kcal per mole
**DFT total energy**: -6813.11802 hartree

---

Formula: C6H7NO
Source: OMol25
Level of theory: wB97M-V/def2-TZVPD

Each line ends with the natural charge from an NBO analysis.
CARTESIAN COORDINATES (ANGSTROEM)
H -2.62 1.08 0.15  0.223
C -2.48 -0.07 0.08  -0.414
C 2.25 -0.47 0.03  -0.116
H -3.42 -0.69 0.06  0.189
H -1.58 -1.89 0.01  0.199
N 1.80 0.87 -0.05  -0.562
O -0.50 1.81 -0.16  -0.651
H 0.88 -2.34 -0.03  0.221
C 1.14 -1.26 -0.19  -0.249
H -0.13 2.66 -0.13  0.483
H 3.25 -0.75 0.26  0.215
C -0.03 -0.51 -0.24  -0.225
C -1.42 -0.86 -0.08  -0.202
C 0.42 0.82 -0.11  0.470
H 2.44 1.59 0.39  0.420

Calculated values
**HOMO**: -7.318 eV
**Max |F|**: 3.893 eV/A
**Frontier orbital gap**: 7.84 eV
**SMILES string**: C=Cc1cc[nH]c1O
**Relative energy (zero: lowest compared OMol25 entry of this formula, charge and spin)**: 41.19 kcal per mole
**DFT total energy**: -362.74784 hartree

---

Formula: C29H49Cl3N3O3SiTm
Source: OMol25
Level of theory: wB97M-V/def2-TZVPD

Each line ends with the Löwdin spin population.
CARTESIAN COORDINATES (ANGSTROEM)
C 2.12 -2.75 -0.57  0.000
H 2.49 2.39 -0.92  0.000
C 2.23 -1.12 -2.54  0.000
H -5.45 2.21 1.69  0.005
H 1.18 -4.30 3.63  0.000
H 6.36 0.81 -1.62  0.000
H -2.61 2.36 4.10  0.003
C 3.62 -0.30 -4.43  0.000
C -2.39 2.60 3.04  0.003
O 1.19 -0.28 -3.14  0.000
C -4.75 2.55 2.45  0.009
H 3.21 0.70 -4.61  0.000
H 1.72 -1.47 4.44  0.000
H -1.79 -1.65 -4.76  0.000
H -0.92 -2.26 -3.30  0.000
H -3.84 0.35 3.52  0.015
Cl -1.43 3.03 -0.36  0.000
H 4.65 2.27 1.67  0.000
C -5.78 -0.71 -0.51  0.059
H -0.42 -2.52 1.37  0.000
H -6.83 -2.80 1.95  -0.001
C 5.74 0.62 -2.51  0.000
N 2.64 2.67 1.21  -0.001
H -5.94 -0.48 -1.57  0.000
H 3.04 -1.02 -5.03  0.000
H 4.64 -0.31 -4.82  0.000
H 3.44 -2.41 2.57  0.000
H -1.32 2.32 2.85  -0.003
H -2.18 1.09 -4.77  0.000
Cl -3.98 1.25 -0.65  0.018
H 1.33 1.25 -5.59  0.000
C 1.65 2.00 1.73  -0.004
H 1.28 -0.48 -6.07  0.000
Cl -1.51 -0.87 -0.53  0.001
O -0.37 -0.60 2.14  0.000
H -1.90 1.67 -3.15  0.000
H -5.07 2.26 3.46  0.004
H 0.20 -1.75 5.39  0.000
C 0.16 -3.87 3.62  0.001
C 3.03 -2.14 1.59  0.000
C -6.25 -2.04 1.43  0.043
C -4.82 -0.01 0.21  0.089
C -4.54 -0.31 1.55  0.210
C 0.62 -1.49 4.42  0.000
H -0.32 -4.11 4.59  0.000
Si -0.10 -0.03 -4.08  0.000
C 2.52 3.20 -0.17  0.000
H 4.64 -0.68 -1.10  0.000
H -2.48 3.69 2.86  0.002
O 0.71 1.64 0.97  -0.005
C 2.97 -0.80 1.21  0.000
H 0.26 -0.50 4.10  0.000
H -1.00 2.35 -4.50  0.000
N -3.41 1.90 2.20  0.014
H 2.69 -4.17 0.96  0.000
C -5.21 -1.41 2.10  0.139
H 2.58 0.60 -0.37  0.000
H -0.40 -4.37 2.82  0.000
H -2.55 -0.17 2.46  0.013
Tm -1.28 1.06 1.00  1.065
H -3.27 2.11 1.17  0.001
N 0.15 -2.42 3.39  0.001
H -0.09 0.60 -6.45  0.000
C 3.59 -0.60 -2.96  0.000
H -4.92 -1.73 3.10  0.020
C -3.54 0.39 2.46  0.065
H 3.41 3.81 -0.37  0.000
H 1.62 1.74 2.81  -0.001
H 3.57 2.66 3.05  0.000
H 3.33 -0.05 1.91  0.000
C 2.61 -3.11 0.69  0.000
C 2.52 -0.45 -0.07  0.000
C -1.37 -1.38 -3.77  0.000
C 2.20 -1.42 -1.02  0.000
H 6.37 0.16 -3.29  0.000
C 0.68 0.37 -5.71  0.000
H 4.12 3.97 1.94  0.000
H 5.37 1.60 -2.87  0.000
H -2.20 -1.04 -3.12  0.000
C -0.23 -1.87 2.23  0.004
H -4.60 3.63 2.38  0.001
C 3.83 2.92 2.02  0.000
H -7.36 -2.17 -0.45  0.017
C -1.36 1.40 -4.07  0.000
H 1.61 3.80 -0.28  0.000
H 1.78 -3.51 -1.29  0.000
C 4.60 -0.26 -2.12  0.000
H 2.10 -2.09 -3.04  0.000
C -6.55 -1.69 0.11  0.216

Calculated values
**Expectation value of S²**: 2.03
**HOMO (alpha / beta)**: -2.673 / -4.971 eV
**Max |F|**: 4.076 eV/A
**2S+1**: 3
**Frontier orbital gap (alpha / beta)**: 2.41 / 4.64 eV
**DFT total energy**: -4279.59633 hartree

---

Formula: C18H43MnO10
Source: OMol25
Level of theory: wB97M-V/def2-TZVPD

Each line ends with the Löwdin spin population.
CARTESIAN COORDINATES (ANGSTROEM)
H -3.34 -4.87 1.52  0.000
O 0.00 3.57 -2.15  0.039
H 0.75 1.31 0.93  0.000
Mn -1.94 2.66 -2.11  4.732
H -2.48 -0.86 1.69  0.000
H 3.75 2.83 2.39  0.000
H 0.92 1.25 -3.21  0.000
O -2.04 -1.15 3.73  0.000
H -0.14 5.71 -2.04  0.000
C 0.45 1.97 -3.88  0.002
C -1.27 0.31 -4.20  0.004
C 1.62 1.32 0.28  0.001
H 1.74 3.68 -3.32  0.001
O -0.92 1.66 -3.84  0.034
H 1.53 2.19 -0.38  0.000
H -0.89 -0.37 -3.44  0.000
C -2.54 -4.39 0.95  0.000
H -0.78 -2.63 4.63  0.000
C 1.86 0.03 -0.52  0.000
C -1.16 -2.34 3.65  0.000
H 3.68 -1.05 0.96  0.000
H 5.21 -3.71 0.67  0.000
C -2.03 -0.38 2.55  0.000
H -0.55 5.62 0.28  0.000
H -1.18 -1.99 -1.93  0.000
H -1.98 3.40 1.63  0.000
H -3.93 -3.13 -0.25  0.000
H -1.74 -5.09 0.73  0.000
H 1.31 5.02 -1.28  0.001
C 0.26 4.83 -1.53  0.004
H 2.42 -0.99 2.16  0.000
O -1.81 4.11 -0.33  0.030
O 3.14 -3.71 0.22  0.000
H 1.97 3.08 2.46  0.000
H 4.54 -2.58 -0.60  0.000
O 2.69 1.52 1.18  0.000
H -3.80 -4.85 -0.73  0.000
H 1.72 -3.32 1.63  0.000
O -1.16 1.23 -0.93  0.127
C -1.88 -3.53 3.12  0.000
H -0.61 -2.71 -0.46  0.000
H 2.76 0.02 -1.13  0.000
H -0.88 -0.03 -5.16  0.001
O -2.16 -3.25 1.74  0.000
H 0.83 1.78 -4.88  0.001
H -1.05 -0.07 2.20  0.000
H -2.07 -1.66 -0.46  0.000
H 4.73 -4.31 -0.93  0.000
H -0.20 -2.27 3.14  0.000
C -2.49 4.11 0.97  0.004
C -1.52 -2.44 -0.99  0.000
H 3.38 -3.21 2.24  0.000
H -2.75 -3.75 3.73  0.000
H -2.50 0.59 2.76  0.000
H 0.03 3.97 0.49  0.000
C 2.81 2.76 1.84  0.000
C -0.52 4.63 -0.17  0.001
H 1.11 0.01 -1.31  0.000
C 2.70 -1.44 1.21  0.000
H 0.30 4.18 -4.13  0.000
H -2.62 5.10 1.41  0.001
O 1.72 -1.23 0.20  0.000
O -2.32 -3.62 -1.32  0.000
C 2.73 -3.00 1.39  0.000
H -1.20 -4.36 3.32  0.000
H -2.35 0.25 -4.10  0.001
H -3.52 3.76 0.98  0.000
C 4.51 -3.58 -0.16  0.000
C -3.26 -3.99 -0.33  0.000
H -1.03 0.39 -0.45  0.010
C 0.68 3.47 -3.39  0.004
H 2.76 3.54 1.08  0.000

Calculated values
**Expectation value of S²**: 8.75
**Charge**: +1
**HOMO (alpha / beta)**: -11.195 / -11.195 eV
**Max |F|**: 3.544 eV/A
**2S+1**: 6
**Frontier orbital gap (alpha / beta)**: 7.01 / 6.87 eV
**DFT total energy**: -2614.57614 hartree

---

Formula: C4H10NO2S
Source: OMol25
Level of theory: wB97M-V/def2-TZVPD

Each line ends with the natural charge from an NBO analysis.
CARTESIAN COORDINATES (ANGSTROEM)
H -1.36 1.51 0.58  0.448
C 0.78 0.27 1.10  -0.462
H -1.91 0.46 -0.59  0.475
H -1.22 -1.73 -2.15  0.538
H 2.45 -0.04 -0.07  0.249
S 0.84 1.10 -1.57  -0.105
H 1.82 0.85 -2.37  0.165
H 0.52 1.05 1.82  0.238
H -2.53 0.37 0.87  0.445
H -0.93 -0.98 1.60  0.263
O 0.30 -2.38 -0.54  -0.510
C -0.50 -1.51 -0.41  0.777
C -0.49 -0.46 0.73  -0.131
C 1.72 0.76 0.02  -0.510
N -1.64 0.53 0.40  -0.701
H 2.16 1.76 0.12  0.258
O -1.44 -1.26 -1.34  -0.716
H 1.42 -0.31 1.80  0.281

Calculated values
**Charge**: +1
**HOMO**: -13.100 eV
**Max |F|**: 2.103 eV/A
**Frontier orbital gap**: 9.52 eV
**SMILES string**: [NH3+][C@H](CCS)C(=O)O
**Relative energy (zero: lowest compared OMol25 entry of this formula, charge and spin)**: 10.97 kcal per mole
**DFT total energy**: -761.57597 hartree